Record 1
Density functional theory data (ωB97M-V/def2-TZVPD) for the molecule C3H4N4O in a non-equilibrium geometry.

Each line ends with the Mulliken charge.
Positions of all 12 atoms, in Å:
H  1.250684  0.190247  -2.665992  0.29
N  1.187736  0.641816  -1.651972  -0.48
C  0.369279  0.020055  -1.004092  0.35
N  -0.651739  -0.992933  -1.286332  -0.53
C  -1.267205  -1.322770  -0.205327  0.09
N  -0.979078  -0.401115  0.863650  -0.44
N  0.214764  0.225885  0.382955  0.26
C  0.735917  1.309265  1.028182  0.16
O  1.464191  2.142217  0.575004  -0.44
H  -1.904741  -2.257785  0.027081  0.30
H  -0.780418  -0.761371  1.754920  0.28
H  0.360609  1.206490  2.181921  0.17

Cartesian forces, eV/Å:
H -0.41 1.46 2.55
N 2.34 -0.63 -5.13
C -3.93 -2.22 2.58
N 0.37 -1.09 -0.32
C 0.87 0.81 0.82
N 0.56 -0.34 -2.10
N -0.48 0.38 -0.44
C -0.76 0.10 2.98
O -0.24 -0.30 0.52
H 0.81 1.99 -0.79
H -0.02 -0.96 1.39
H 0.88 0.80 -2.05

## Properties
SMILES: [H]/N=c1\nc[nH]n1C=O
molecular weight: 112.09 u
E_LUMO: 0.412 eV
HOMO: -9.40 eV
relative energy (zero: lowest compared OMol25 entry of this formula, charge and spin): 59.6 kcal per mole
calculated total energy: -410.90832 a.u.
multiplicity: 1

=====

Record 2
Density functional theory data (ωB97M-V/def2-TZVPD) for the molecule C3H4N4O in a non-equilibrium geometry.

Each line ends with the Mulliken charge.
Positions of all 12 atoms, in Å:
H  0.798227  2.702154  1.146293  0.26
N  1.414135  1.857918  1.181694  -0.56
C  1.165575  0.685462  0.721018  0.05
N  -0.102457  -0.053572  0.363053  -0.03
C  -1.267544  0.657635  -0.043681  -0.16
N  -2.083427  -0.246843  -0.677369  -0.40
N  -1.242556  -1.414542  -1.138033  -0.43
C  -0.168378  -1.210481  -0.465725  0.57
O  0.916748  -1.772234  -0.701628  -0.45
H  1.839988  -0.143306  0.572850  0.42
H  -1.804725  1.504677  0.293147  0.34
H  0.534415  -2.566866  -1.251618  0.40

Cartesian forces, eV/Å:
H -0.05 -1.73 0.15
N -0.26 -1.60 -1.65
C -1.60 0.04 0.51
N -0.50 3.52 -1.30
C -2.75 -6.35 -1.18
N 2.73 1.54 -0.62
N -1.70 2.71 2.70
C -2.64 4.39 0.93
O 2.99 -5.55 -1.97
H 1.41 0.60 0.62
H 0.48 0.97 0.79
H 1.89 1.46 0.99

## Properties
SMILES: [H]/N=C\n1cnnc1O
molecular weight: 112.09 u
E_LUMO: 0.435 eV
HOMO: -9.62 eV
relative energy (zero: lowest compared OMol25 entry of this formula, charge and spin): 82.5 kcal per mole
calculated total energy: -410.87183 a.u.
multiplicity: 1

=====

Record 3
Density functional theory data (ωB97M-V/def2-TZVPD) for the molecule C3H4N4O in a non-equilibrium geometry.

Each line ends with the Mulliken charge.
Positions of all 12 atoms, in Å:
N  -2.455462  0.174348  0.250454  -0.43
N  -1.602259  -0.804946  -0.123498  -0.34
C  -0.376038  -0.578270  -0.213942  0.62
N  0.080265  0.718076  -0.246947  -0.27
C  1.212664  1.041340  -0.110495  -0.01
O  2.318386  0.226978  -0.026949  -0.29
C  1.884496  -0.976996  0.210452  0.06
N  0.683058  -1.383046  -0.258675  -0.51
H  -2.303086  1.198114  0.039215  0.25
H  -3.433012  -0.184128  -0.199074  0.28
H  1.389580  2.259148  0.123707  0.28
H  2.601412  -1.690616  0.555754  0.37

Cartesian forces, eV/Å:
N -4.36 -0.08 -1.88
N 0.00 -1.66 0.36
C 0.77 2.44 -1.33
N -5.37 1.59 0.25
C 4.09 6.67 1.07
O 0.82 1.95 1.30
C -4.68 -3.22 -3.62
N 4.37 -3.95 3.34
H 0.47 -1.64 -0.14
H 2.93 1.69 1.72
H 0.50 -3.49 -1.05
H 0.45 -0.29 -0.03

## Properties
SMILES: NN=c1ncocn1
molecular weight: 112.09 u
E_LUMO: 0.230 eV
HOMO: -8.10 eV
relative energy (zero: lowest compared OMol25 entry of this formula, charge and spin): 106.7 kcal per mole
calculated total energy: -410.83329 a.u.
multiplicity: 1